{
  "formula": "C2H8NOS2",
  "method": "ωB97M-V/def2-TZVPD",
  "symbols": ["C", "C", "N", "O", "S", "S", "H", "H", "H", "H", "H", "H", "H", "H"],
  "coordinates": [[0.514, -0.349, 0.225], [-0.743, 0.125, -0.518], [1.596, 0.724, 0.023], [0.444, -0.906, 1.426], [-1.183, 1.765, 0.136], [-2.165, -1.067, -0.095], [0.511, -2.108, -1.405], [-0.471, 0.059, -1.508], [1.471, 1.487, 0.582], [2.503, 0.344, 0.319], [1.627, 1.147, -0.888], [0.294, -1.844, 1.456], [-1.428, 1.384, 1.410], [-2.969, -0.760, -1.161]],
  "forces_ev_per_angstrom": [[-1.267, -0.515, -2.159], [-1.124, -1.362, 4.023], [0.940, -3.608, 0.285], [1.088, 2.057, 0.358], [0.049, 0.753, -0.400], [0.778, 0.455, -0.948], [0.207, 0.471, 0.529], [-0.069, 0.582, -2.484], [-1.055, 2.872, 2.583], [0.039, -0.118, -0.556], [0.002, -0.460, -1.029], [-0.210, -0.907, -0.361], [0.045, -0.193, -0.351], [0.580, -0.028, 0.509]],
  "multiplicity": 1,
  "gap_ha": [0.3050, 0.2969],
  "de_lowest_kcal_mol": 126.7,
  "fmax_ev_per_a": 4.39,
  "total_energy_ev": -27399.771,
  "homo_ev": [-13.00, -12.97],
  "total_charge": 1,
  "lumo_ev": [-4.70, -4.90]
}

{
  "formula": "C57H58Cl3FN3O5P2SiV",
  "method": "ωB97M-V/def2-TZVPD",
  "symbols": ["V", "C", "C", "N", "C", "C", "C", "O", "O", "C", "O", "C", "C", "C", "F", "C", "C", "C", "N", "C", "C", "N", "C", "C", "H", "H", "H", "H", "H", "H", "H", "H", "H", "H", "H", "H", "H", "H", "H", "H", "H", "H", "C", "P", "C", "C", "C", "C", "C", "C", "C", "P", "C", "C", "H", "H", "H", "H", "H", "H", "H", "H", "H", "H", "H", "H", "H", "H", "H", "H", "Cl", "C", "C", "C", "Cl", "C", "O", "C", "Cl", "C", "H", "H", "C", "C", "C", "C", "C", "C", "C", "H", "H", "H", "H", "H", "H", "H", "O", "Si", "C", "C", "C", "C", "C", "C", "C", "C", "C", "C", "C", "C", "C", "C", "C", "C", "C", "C", "H", "H", "H", "H", "H", "H", "H", "H", "H", "H", "H", "H", "H", "H", "H"],
  "coordinates": [[-0.004, -0.187, 0.122], [-0.334, 1.811, 7.456], [0.471, 0.633, 6.906], [0.071, 0.289, 5.559], [0.867, 0.680, 4.516], [0.529, 0.555, 3.213], [1.599, 0.985, 2.232], [2.561, 1.606, 2.681], [1.448, 0.679, 0.995], [-0.764, 0.023, 2.865], [-1.262, 0.022, 1.681], [-1.503, -0.532, 3.939], [-2.680, -1.287, 3.668], [-3.388, -1.852, 4.692], [-4.520, -2.569, 4.364], [-3.029, -1.734, 6.023], [-1.849, -0.982, 6.306], [-1.097, -0.406, 5.295], [-3.732, -2.254, 7.156], [-4.436, -3.504, 7.082], [-5.908, -3.367, 6.662], [-6.566, -2.329, 7.523], [-5.831, -1.022, 7.460], [-4.413, -1.279, 7.972], [-0.018, 2.046, 8.474], [-1.398, 1.572, 7.463], [-0.181, 2.688, 6.828], [0.364, -0.236, 7.560], [1.526, 0.900, 6.882], [1.833, 1.096, 4.766], [-2.973, -1.439, 2.638], [-1.553, -0.931, 7.344], [-4.410, -3.979, 8.077], [-3.931, -4.158, 6.373], [-6.438, -4.312, 6.781], [-5.972, -3.039, 5.630], [-6.546, -2.657, 8.492], [-7.538, -2.212, 7.238], [-6.367, -0.285, 8.057], [-5.787, -0.702, 6.419], [-4.465, -1.638, 9.011], [-3.847, -0.348, 7.953], [-2.752, 2.564, 1.160], [-1.484, 1.821, 0.028], [-2.919, 0.792, -0.862], [-1.415, 2.819, -1.505], [-2.188, 3.936, -1.805], [-2.020, 4.595, -3.010], [-1.107, 4.120, -3.943], [-0.362, 2.986, -3.664], [-0.503, 2.337, -2.439], [0.452, 0.836, -1.935], [0.083, -0.180, -3.424], [2.149, 1.418, -2.297], [-2.566, 3.628, 1.285], [-2.648, 2.074, 2.129], [-3.768, 2.408, 0.802], [-3.683, 1.499, -1.200], [-3.376, 0.048, -0.205], [-2.522, 0.301, -1.753], [-2.908, 4.308, -1.085], [-2.596, 5.488, -3.222], [-0.973, 4.636, -4.887], [0.334, 2.613, -4.408], [0.468, 0.305, -4.321], [-0.996, -0.307, -3.516], [0.551, -1.150, -3.294], [2.124, 2.272, -2.971], [2.712, 0.598, -2.738], [2.629, 1.700, -1.360], [-2.458, -7.090, -0.320], [-1.737, -5.596, 0.213], [-1.828, -4.465, -0.580], [-1.220, -3.310, -0.146], [-1.361, -1.844, -1.048], [-0.482, -3.176, 1.065], [0.101, -2.104, 1.403], [-0.515, -4.364, 1.856], [0.164, -4.289, 3.449], [-1.098, -5.544, 1.441], [-2.379, -4.483, -1.511], [-1.060, -6.416, 2.078], [-0.054, 3.165, 0.918], [-0.043, 4.563, 0.461], [-0.839, 5.580, 1.007], [-0.870, 6.854, 0.458], [-0.095, 7.169, -0.648], [0.748, 6.194, -1.174], [0.776, 4.929, -0.624], [-0.237, 3.083, 1.993], [0.901, 2.715, 0.674], [-1.437, 5.375, 1.888], [-1.509, 7.615, 0.894], [-0.128, 8.161, -1.082], [1.384, 6.427, -2.021], [1.445, 4.181, -1.031], [1.544, -1.136, -1.042], [3.050, -1.639, -0.882], [3.591, -2.233, -2.622], [2.659, -2.630, -3.578], [3.042, -3.039, -4.848], [4.388, -3.086, -5.183], [5.339, -2.734, -4.235], [4.942, -2.311, -2.975], [3.474, -3.124, 0.244], [3.220, -3.128, 1.617], [3.724, -4.127, 2.439], [4.490, -5.153, 1.907], [4.740, -5.181, 0.544], [4.237, -4.177, -0.270], [4.430, -0.398, -0.394], [4.823, -0.240, 0.933], [5.783, 0.690, 1.304], [6.394, 1.480, 0.346], [6.041, 1.326, -0.988], [5.073, 0.402, -1.345], [1.609, -2.627, -3.310], [2.294, -3.322, -5.579], [4.693, -3.400, -6.174], [6.394, -2.787, -4.483], [5.694, -2.042, -2.242], [2.607, -2.344, 2.043], [3.526, -4.104, 3.503], [4.887, -5.929, 2.552], [5.340, -5.974, 0.113], [4.445, -4.205, -1.331], [4.363, -0.848, 1.700], [6.033, 0.814, 2.350], [7.136, 2.215, 0.633], [6.515, 1.934, -1.750], [4.814, 0.293, -2.391]],
  "forces_ev_per_angstrom": [[0.104, -1.489, 0.378], [0.058, -0.129, -0.065], [-0.160, 0.137, 0.246], [0.172, -0.013, -0.361], [-0.111, -0.088, 0.079], [0.082, -0.004, -0.215], [0.327, 0.370, 0.344], [-0.027, -0.190, -0.210], [0.821, 0.258, 0.877], [0.045, 0.054, 0.561], [-0.030, -0.374, 0.713], [-0.160, -0.064, -0.032], [-0.115, 0.001, -0.223], [0.025, 0.135, -0.002], [0.003, -0.013, -0.010], [0.213, -0.117, 0.041], [-0.149, -0.014, 0.183], [-0.080, 0.034, 0.016], [-0.067, 0.019, -0.087], [-0.108, 0.128, 0.008], [0.420, -0.415, -0.220], [0.002, -0.036, -0.080], [0.453, 0.327, 0.083], [-0.170, -0.088, -0.098], [-0.012, 0.013, 0.015], [-0.016, 0.029, 0.006], [-0.012, 0.025, 0.011], [0.076, -0.032, -0.051], [0.015, -0.091, -0.045], [-0.023, 0.085, 0.003], [-0.024, -0.023, 0.010], [0.115, 0.009, -0.023], [0.000, -0.043, -0.022], [-0.034, -0.036, 0.020], [-0.106, 0.075, 0.114], [-0.129, 0.122, 0.081], [-0.137, 0.024, 0.003], [-0.030, 0.000, 0.085], [-0.121, -0.086, 0.006], [-0.093, -0.079, -0.027], [-0.004, 0.081, 0.029], [-0.023, 0.013, 0.043], [0.179, -0.150, 0.119], [-0.574, 1.062, -0.769], [-0.043, -0.033, 0.090], [0.154, -0.146, -0.003], [-0.023, 0.056, 0.062], [-0.066, 0.026, 0.033], [0.068, -0.020, -0.099], [-0.020, 0.064, -0.011], [0.020, 0.001, 0.168], [0.018, 1.066, -1.970], [-0.011, -0.062, 0.245], [-0.044, -0.139, 0.346], [0.023, 0.039, -0.009], [0.024, 0.034, 0.017], [0.010, -0.029, -0.027], [-0.035, -0.027, 0.020], [0.017, -0.044, -0.017], [-0.101, -0.042, -0.062], [0.012, 0.028, 0.026], [-0.007, -0.003, -0.005], [-0.019, -0.003, -0.001], [0.035, 0.014, 0.017], [-0.002, 0.023, 0.000], [-0.005, 0.038, -0.049], [-0.084, 0.131, -0.040], [-0.013, -0.030, -0.037], [-0.038, 0.048, -0.039], [0.035, 0.020, 0.008], [-0.099, -0.150, -0.058], [0.037, 0.116, 0.056], [-0.034, 0.024, -0.041], [0.270, -0.224, 0.486], [-0.772, -0.442, -0.752], [-0.078, -0.220, -0.066], [0.328, 0.394, -0.292], [-0.044, 0.106, -0.068], [0.143, 0.055, 0.150], [0.001, 0.082, -0.072], [0.043, -0.003, -0.036], [0.001, 0.000, 0.015], [0.026, 0.165, -0.063], [-0.036, -0.018, 0.018], [-0.032, -0.024, 0.037], [-0.042, 0.056, -0.037], [0.041, 0.083, -0.055], [-0.052, 0.028, 0.022], [-0.007, -0.041, 0.013], [0.052, -0.037, 0.030], [0.011, -0.002, 0.039], [-0.013, -0.047, -0.011], [0.002, -0.028, 0.042], [-0.007, 0.003, 0.011], [0.007, -0.011, 0.001], [0.003, -0.031, -0.053], [-0.232, -0.048, 0.715], [0.546, -0.371, -0.358], [0.108, 0.101, 0.262], [-0.070, -0.031, 0.058], [0.012, -0.033, -0.061], [-0.023, -0.003, -0.018], [0.080, -0.001, -0.018], [-0.024, -0.036, -0.119], [-0.174, 0.207, -0.094], [-0.077, -0.054, -0.029], [-0.023, 0.027, 0.059], [0.024, -0.057, 0.013], [0.057, -0.018, 0.001], [-0.076, 0.065, -0.034], [-0.339, 0.015, -0.119], [-0.057, -0.010, 0.022], [0.002, 0.033, 0.094], [0.047, 0.021, -0.010], [0.027, 0.027, -0.079], [-0.021, -0.043, 0.012], [0.069, -0.075, -0.018], [-0.013, -0.021, 0.020], [0.004, -0.006, 0.002], [0.000, 0.008, 0.004], [0.035, 0.011, -0.043], [-0.094, 0.016, 0.080], [-0.075, 0.014, 0.028], [-0.005, 0.008, 0.005], [-0.035, -0.025, 0.005], [0.038, -0.091, -0.004], [-0.011, 0.054, 0.059], [0.008, -0.013, 0.024], [0.000, -0.005, 0.005], [0.000, -0.005, 0.005], [0.048, 0.066, 0.011]],
  "multiplicity": 4,
  "gap_ha": [0.0937, 0.1152],
  "de_lowest_kcal_mol": 37.7,
  "fmax_ev_per_a": 2.24,
  "total_energy_ev": -167188.773,
  "homo_ev": [-2.27, -3.00],
  "total_charge": -1,
  "lumo_ev": [0.28, 0.13],
  "s2": 3.829
}

no.,molar mass (u)
1,126.226
2,1131.442